A cluster of 10 separate species, C44H116N8O14 in total at a distorted geometry. Source: the OMol25 dataset; level of theory: ωB97M-V/def2-TZVPD.

## Properties
molar mass: 981.5 g mol⁻¹
E_HOMO (spin up / spin down): 0.029 / -0.233 Eh
LUMO level (spin up / spin down): 0.08099 / 0.08196 hartree
2S+1: 2
total charge: -1

```
182
Properties=species:S:1:pos:R:3:forces:R:3
C 1.241 2.714 -0.263 0.243 1.195 -1.292
C 1.676 4.126 0.204 -1.630 -0.610 -0.065
C 0.685 5.247 -0.334 -0.939 -1.524 -0.582
O -0.677 4.745 -0.354 0.351 -0.786 0.094
C -1.748 5.556 -0.817 1.132 0.902 1.103
N 1.683 3.926 1.633 0.511 1.195 1.053
H 0.239 2.553 0.136 -0.057 0.013 -0.306
H 1.856 1.884 0.083 0.361 0.367 0.057
H 1.250 2.781 -1.351 -0.436 -0.719 -0.292
H 2.656 4.480 -0.116 0.126 -0.459 -0.194
H 0.943 5.405 -1.382 0.316 0.478 -0.110
H 0.721 6.167 0.249 0.245 0.125 0.065
H -1.716 5.884 -1.855 0.214 -0.516 -0.383
H -1.677 6.482 -0.247 -0.450 0.379 0.160
H -2.692 5.069 -0.569 0.168 -0.155 -0.147
H 2.351 4.576 2.023 0.058 0.169 0.529
H 0.781 4.204 1.991 -0.265 -0.130 0.293
C -2.777 -6.411 0.197 1.112 1.279 -0.367
C -2.125 -4.962 0.055 -0.438 -0.880 0.454
C -0.663 -5.066 -0.301 0.465 -0.563 1.003
O 0.036 -5.819 0.715 0.666 0.235 0.114
C 0.367 -5.071 1.901 -0.008 0.225 -0.493
N -2.799 -4.175 -0.956 -0.386 -0.535 -0.346
H -2.436 -7.091 -0.584 0.340 0.221 -0.373
H -3.856 -6.379 0.051 -0.015 0.163 0.737
H -2.376 -6.858 1.107 -0.673 -0.009 0.208
H -2.147 -4.419 1.000 -0.509 -0.142 0.220
H -0.183 -4.100 -0.463 -0.074 0.389 0.317
H -0.594 -5.555 -1.272 0.333 -0.609 0.082
H 1.057 -5.565 2.585 -0.247 -0.984 -0.376
H -0.522 -4.818 2.478 -0.112 0.153 -0.025
H 0.953 -4.176 1.688 -0.354 0.460 -0.486
H -2.513 -4.668 -1.790 -0.513 0.047 -0.844
H -2.331 -3.285 -1.056 0.256 0.535 0.116
C -4.856 2.303 -3.063 0.132 0.981 -0.778
C -3.576 1.438 -2.960 -1.375 1.407 -0.428
C -2.302 2.266 -2.982 1.043 0.503 -0.239
O -2.028 2.682 -4.331 -0.927 0.518 -0.878
C -1.020 3.684 -4.451 -0.213 -0.164 1.537
N -3.779 0.635 -1.791 1.604 -1.920 0.487
H -5.795 1.755 -2.983 0.231 -0.580 -0.339
H -4.870 2.881 -3.986 -0.097 0.024 -0.188
H -4.978 3.034 -2.264 0.606 0.073 0.304
H -3.488 0.878 -3.891 -0.259 -0.732 0.289
H -1.385 1.750 -2.699 -0.203 -0.706 0.555
H -2.378 3.102 -2.287 -0.085 0.458 -0.089
H -1.276 4.482 -3.755 0.311 0.130 0.383
H -0.891 4.225 -5.389 -0.640 -0.887 -0.554
H -0.072 3.222 -4.175 0.334 0.252 0.073
H -4.555 0.001 -1.916 -0.150 -0.034 0.192
H -3.866 1.128 -0.914 -0.135 0.349 -0.192
C 6.169 -6.632 -3.778 -1.268 -1.045 -0.234
C 5.312 -5.410 -3.568 0.244 1.803 0.415
C 4.695 -5.210 -2.117 -1.238 -0.289 -2.599
O 3.611 -4.254 -2.228 2.318 -0.003 1.027
C 2.293 -4.651 -2.344 -0.096 -0.671 -0.735
N 6.157 -4.228 -3.894 -0.121 -0.743 0.362
H 6.440 -6.758 -4.827 0.926 0.822 0.106
H 5.549 -7.528 -3.750 -0.249 -0.245 0.915
H 6.963 -6.721 -3.036 0.251 -0.001 -0.376
H 4.496 -5.370 -4.289 -0.264 -0.365 0.119
H 5.406 -4.764 -1.422 0.072 -0.401 0.067
H 4.329 -6.209 -1.879 -0.180 0.063 0.912
H 1.725 -3.810 -1.948 -0.433 -0.264 -0.294
H 2.032 -5.594 -1.864 0.186 0.012 0.747
H 2.116 -4.870 -3.397 -0.670 0.437 -0.326
H 5.602 -3.390 -3.794 -0.240 0.298 -0.137
H 6.748 -4.233 -3.075 0.799 0.583 -0.035
C -0.636 4.894 7.372 -0.654 0.425 -0.122
O -1.262 3.644 7.296 0.007 -0.286 0.737
C -0.346 2.600 7.141 0.341 -0.353 -0.592
C -1.006 1.285 6.924 -0.579 0.983 -0.244
N -1.885 1.342 5.743 0.234 -0.607 0.234
C -1.187 1.456 4.439 0.779 -1.053 1.619
C -0.215 0.283 4.292 -0.043 2.244 -0.827
O -0.938 -0.853 4.521 -1.064 -0.794 -0.071
C -0.220 -2.013 4.694 0.962 -0.894 0.246
H -1.389 5.611 7.046 0.233 0.145 -0.480
H 0.267 4.899 6.762 0.017 0.335 -0.174
H -0.398 5.245 8.377 0.327 -0.497 0.441
H 0.349 2.437 7.965 0.267 0.644 0.317
H 0.191 2.769 6.208 0.726 0.370 0.090
H -1.596 1.055 7.811 -0.315 -0.203 -0.133
H -0.213 0.541 6.848 0.218 -0.250 0.048
H -2.129 0.362 5.764 -1.153 -0.147 -0.627
H -0.531 2.325 4.381 -0.614 0.446 -0.224
H -1.889 1.351 3.611 -0.214 0.514 0.214
H 0.623 0.403 4.978 0.274 -0.256 0.015
H 0.106 0.473 3.268 0.688 -0.954 -0.336
H 0.720 -1.821 5.212 0.183 0.111 0.330
H 0.085 -2.497 3.767 -0.216 -0.028 -0.396
H -0.788 -2.723 5.295 -0.176 0.047 -0.083
C 0.555 -2.090 -4.102 0.543 -0.110 0.593
O 1.952 -2.136 -4.359 0.190 -0.072 -0.650
C 2.183 -2.278 -5.763 -3.979 1.311 -0.116
C 3.549 -2.224 -6.138 4.023 -1.912 -0.122
N 4.353 -1.305 -5.323 -0.511 -1.971 -0.569
C 4.029 0.051 -5.562 0.668 1.782 -0.310
C 4.462 0.637 -6.945 -1.397 -0.431 1.047
O 3.571 0.239 -8.017 0.903 -0.177 1.171
C 3.723 1.009 -9.175 -0.382 -0.288 -0.506
H 0.106 -3.082 -4.134 -0.006 -0.272 -0.153
H 0.036 -1.456 -4.822 -0.025 0.254 0.140
H 0.469 -1.735 -3.075 -0.316 0.205 -0.212
H 1.735 -1.431 -6.282 -0.871 0.273 0.108
H 1.649 -3.169 -6.094 0.163 -0.263 -0.300
H 3.792 -2.087 -7.192 -0.664 0.108 -0.034
H 3.898 -3.226 -5.890 0.876 -0.228 -0.085
H 3.911 -1.567 -4.453 0.681 0.573 1.045
H 4.662 0.571 -4.843 -0.002 0.566 0.013
H 3.010 0.303 -5.268 -0.375 0.235 -0.474
H 5.504 0.355 -7.094 0.054 -0.223 -0.488
H 4.415 1.720 -6.827 0.002 0.203 -0.127
H 4.747 1.352 -9.324 0.064 0.114 0.010
H 3.014 1.837 -9.202 0.143 0.415 0.242
H 3.436 0.378 -10.015 0.177 -0.104 -0.116
C -4.442 -1.131 2.073 -0.934 0.192 0.389
O -4.332 -0.031 2.942 -0.513 0.353 0.712
C -5.139 1.102 2.548 0.773 -1.874 -2.135
C -4.855 2.200 3.459 1.288 1.335 2.114
N -4.857 1.778 4.898 -1.702 -0.430 -1.483
C -6.242 1.657 5.299 -1.534 1.275 1.470
C -6.909 3.004 5.828 1.896 -2.493 0.622
O -6.137 3.341 6.988 -1.633 1.392 0.106
C -6.915 4.223 7.802 1.142 0.099 1.221
H -3.920 -1.971 2.530 0.186 0.110 -0.234
H -4.110 -0.902 1.060 0.276 -0.061 -0.110
H -5.504 -1.369 2.012 -0.208 -0.442 -0.234
H -6.207 0.966 2.380 -0.371 -0.973 0.761
H -4.809 1.195 1.513 0.134 1.228 -0.318
H -5.609 2.985 3.402 0.307 0.231 -0.494
H -3.841 2.579 3.334 -0.163 0.354 -0.531
H -4.650 0.791 4.836 1.196 -0.144 0.234
H -6.250 0.907 6.090 -0.210 0.354 0.561
H -6.976 1.242 4.608 0.128 -0.063 -0.912
H -7.899 2.745 6.203 -0.375 0.103 -0.495
H -6.926 3.786 5.070 -0.023 0.177 0.044
H -6.509 4.203 8.813 0.212 -0.494 0.136
H -7.970 3.976 7.923 -0.126 -0.316 -0.476
H -6.825 5.292 7.609 -0.051 0.107 -1.004
C 3.426 -1.291 -1.111 1.139 0.378 0.952
O 3.650 -0.372 -0.008 0.109 -0.549 -0.290
C 4.975 -0.271 0.488 1.141 0.344 0.493
C 5.768 0.795 -0.268 -1.593 0.380 0.295
N 5.063 2.105 -0.258 1.468 -1.462 -0.652
C 5.090 2.866 0.967 0.411 1.112 0.467
C 6.505 3.261 1.548 -0.813 0.509 -2.185
O 6.811 4.629 1.079 -2.774 -2.641 0.087
C 7.880 5.187 1.666 1.623 1.647 -0.496
H 3.696 -2.283 -0.750 -0.476 -0.219 -0.224
H 4.100 -1.078 -1.941 0.000 0.179 -0.209
H 2.396 -1.191 -1.455 0.115 -0.059 0.256
H 5.710 -1.075 0.482 -0.812 -1.465 -0.781
H 4.948 -0.144 1.571 -0.581 0.753 0.101
H 5.733 0.414 -1.289 0.395 0.316 -0.296
H 6.804 0.814 0.069 -0.050 0.264 0.003
H 4.105 1.801 -0.357 -0.387 0.303 -0.401
H 4.411 2.467 1.722 0.264 -0.297 0.477
H 4.590 3.765 0.606 0.252 0.572 0.725
H 7.271 2.657 1.061 0.066 -0.330 0.128
H 6.591 3.095 2.621 -0.167 0.572 0.144
H 8.774 4.566 1.616 0.156 -0.416 0.730
H 7.645 5.646 2.627 0.355 -0.320 0.485
H 8.146 5.996 0.986 0.136 0.505 0.163
C -7.544 -2.725 -0.957 0.748 -0.642 -0.304
C -6.070 -3.207 -0.969 -1.909 0.210 1.642
O -5.207 -2.228 -1.342 1.395 1.733 -1.190
H -8.051 -3.686 -0.877 -0.857 0.350 -0.177
H -7.823 -2.126 -1.825 0.085 -0.616 -0.528
H -7.858 -2.060 -0.153 0.567 -0.317 0.526
H -5.869 -4.099 -1.563 -0.635 -0.268 -0.095
H -5.788 -3.398 0.066 -0.418 -0.918 0.382
H -4.391 -2.728 -1.262 1.114 0.377 -0.190
C -1.048 -1.128 0.818 0.987 1.010 -0.794
C -0.657 -1.016 -0.660 0.148 0.258 1.151
O -1.639 -1.594 -1.424 -0.754 -1.407 -1.490
H -1.110 -2.177 1.107 -0.089 0.093 0.159
H -1.977 -0.582 0.981 0.007 -0.199 0.181
H -0.239 -0.606 1.329 -0.087 -0.209 0.653
H 0.281 -1.545 -0.825 0.100 -0.033 -0.104
H -0.552 0.010 -1.013 0.408 0.322 0.433
H -2.373 -0.977 -1.472 -0.672 0.657 -0.255
```
Positions in Å, forces in eV/Å.



A cluster of 2 separate species, Cl2HNS in total at a distorted geometry. Source: the OMol25 dataset; level of theory: ωB97M-V/def2-TZVPD.

## Properties
molar mass: 118.0 g mol⁻¹
E_HOMO: -0.345 Eh
LUMO level: -0.06355 hartree
total charge: 0

```
5
Properties=species:S:1:pos:R:3:forces:R:3
S -0.287 -1.807 -0.287 -0.891 -0.716 -0.656
N 0.679 -1.011 0.550 0.850 0.818 1.006
Cl -0.009 -0.121 1.966 0.110 -0.248 -0.221
Cl -0.887 1.445 -1.091 2.611 0.235 -0.238
H 0.505 1.494 -1.138 -2.679 -0.089 0.108
```
Positions in Å, forces in eV/Å.



The molecule C4H6ClNO2 at a distorted geometry. Source: the OMol25 dataset; level of theory: ωB97M-V/def2-TZVPD.

## Properties
molar mass: 135.6 g mol⁻¹
E_HOMO: -0.398 Eh
LUMO level: 0.00722 hartree
total charge: 0

```
14
Properties=species:S:1:pos:R:3:forces:R:3
O -2.194 -0.855 -1.029 -1.027 -0.802 -0.835
N -1.540 -0.691 -0.051 1.370 1.082 0.874
O -1.454 -1.368 0.942 -1.100 -1.188 -0.112
C -0.643 0.551 -0.062 0.404 0.102 1.143
Cl -1.807 1.900 -0.110 0.710 -0.078 0.006
C 0.408 0.311 -1.112 0.884 -3.467 1.202
C 1.296 -0.344 0.063 -1.402 -1.718 -0.759
C 0.465 0.319 1.083 -4.621 -1.377 -1.151
H 0.922 1.130 -1.441 0.944 2.416 -0.841
H 0.233 -0.386 -1.926 -0.589 0.305 -0.165
H 1.297 -1.447 0.225 -0.262 0.711 -0.788
H 2.265 -0.029 0.155 2.619 0.750 -0.404
H -0.072 -0.271 1.815 0.774 0.023 0.513
H 0.824 1.179 1.449 1.297 3.242 1.319
```
Positions in Å, forces in eV/Å.



A cluster of 2 separate species, C2H3F2O2S in total at a distorted geometry. Source: the OMol25 dataset; level of theory: ωB97M-V/def2-TZVPD.

## Properties
molar mass: 129.1 g mol⁻¹
E_HOMO (spin up / spin down): -0.113 / -0.145 Eh
LUMO level (spin up / spin down): 0.11923 / 0.13320 hartree
total charge: -1

```
10
Properties=species:S:1:pos:R:3:forces:R:3
C -1.220 -0.228 -2.244 -1.644 -0.430 -0.534
C 1.545 0.176 0.833 -0.553 0.615 -0.973
O -0.045 -1.346 2.305 -0.429 -2.612 0.097
O -0.908 0.807 1.533 -1.591 0.785 -0.909
F 2.665 -0.214 1.456 0.853 0.236 -0.006
F 1.724 1.511 0.419 0.210 -1.119 0.646
S 0.169 0.056 2.127 1.486 2.086 1.088
H -1.766 0.731 -2.124 0.431 -0.851 -0.247
H -0.394 -0.386 -1.575 0.218 -0.190 0.038
H -1.769 -1.108 -2.730 1.018 1.480 0.801
```
Positions in Å, forces in eV/Å.